Record 1
ORCA calculation (ωB97M-V with the def2-TZVPD basis set) on a structure of composition C22H30AlBIN8O2.

```
65
Properties=species:S:1:pos:R:3
Al -0.69564 0.71575 0.00184
C 5.36585 1.14615 -0.50364
C 4.33335 2.09617 -0.52456
N 3.14122 1.51786 -0.46417
N 3.38104 0.19184 -0.39190
C 4.70852 -0.05761 -0.41622
B 2.24365 -0.80699 -0.29455
N 1.46762 -0.64376 1.04830
C 1.70476 -1.35621 2.14884
C 1.03407 -0.78599 3.22014
C 0.38545 0.30464 2.67337
N 0.65534 0.40541 1.36105
N 1.27377 -0.63429 -1.51882
C 1.49125 -1.16341 -2.72287
C 0.55456 -0.67413 -3.61964
C -0.22164 0.18525 -2.86403
N 0.22031 0.21713 -1.59884
H 6.42695 1.31677 -0.54467
H 4.41041 3.17088 -0.58927
H 5.08303 -1.06664 -0.36885
H 2.68291 -1.92069 -0.32782
H 2.35491 -2.21439 2.11012
H 1.02382 -1.11836 4.24230
H -0.27757 1.00857 3.15229
H 2.30569 -1.85310 -2.87077
H 0.45360 -0.91069 -4.66326
H -1.07904 0.76830 -3.16213
C -3.09857 1.45045 1.26263
N -2.63840 1.43002 -0.15560
C -3.56369 0.57474 -0.93440
C -2.65237 2.79701 -0.70924
C -1.57597 3.60323 -0.02213
N -0.30696 2.84183 -0.07329
C 0.36564 3.17245 -1.36372
C 0.58445 3.32442 1.01265
H -4.02772 2.02017 1.34228
H -2.35122 1.92355 1.90368
H -3.25234 0.42656 1.59926
H -4.55549 1.03275 -0.95351
H -3.63216 -0.40382 -0.47221
H -3.19974 0.47309 -1.95603
H -3.63537 3.25333 -0.56551
H -2.47212 2.73322 -1.78408
H -1.83741 3.78657 1.01870
H -1.44801 4.57622 -0.50071
H 0.57341 4.24529 -1.38425
H -0.28451 2.92784 -2.20167
H 1.29560 2.61779 -1.43916
H 0.72318 4.40400 0.91196
H 1.54313 2.82053 0.93870
H 0.12949 3.11921 1.98115
I 0.37533 -7.69372 0.36335
C -0.40399 -5.77058 0.54928
C -1.40723 -5.52162 1.47723
C -1.91942 -4.24029 1.59789
C -1.42544 -3.20950 0.80591
C -0.42583 -3.47304 -0.12311
C 0.08667 -4.75323 -0.25835
C -1.97494 -1.83261 0.99139
O -2.97912 -1.62175 1.64294
O -1.35679 -0.89544 0.30827
H -1.78606 -6.32028 2.09942
H -2.70419 -4.02359 2.31000
H -0.05008 -2.67391 -0.74634
H 0.86002 -4.95937 -0.98565
```

Values from the calculation:
Total charge = +1
LUMO = -2.07 eV
HOMO level = -10.842 eV

Record 2
ORCA calculation (ωB97M-V with the def2-TZVPD basis set) on the molecule C2H5NOS in a non-equilibrium geometry.

```
10
Properties=species:S:1:pos:R:3
C 0.61008 -0.96067 -0.33896
C -0.25460 -0.10436 0.54181
N -1.12000 0.89257 -0.20711
O -0.34481 1.75113 -0.98628
S -0.95553 2.52292 0.33901
H 0.11800 -1.82203 -0.88464
H 1.49476 -1.48518 0.25887
H 1.05835 -0.37427 -1.07494
H 0.46992 0.36009 1.28019
H -1.07617 -0.78020 1.07205
```

Values from the calculation:
Total charge = 0
LUMO = -0.11 eV
HOMO level = -9.060 eV
Structure (SMILES) = CCn1os1

Record 3
ORCA calculation (ωB97M-V with the def2-TZVPD basis set) on the molecule C5H11FN2 in a non-equilibrium geometry.

```
19
Properties=species:S:1:pos:R:3
C -1.58474 -0.92541 0.02412
C -0.82551 0.36912 0.31096
N -1.56716 1.53279 -0.21634
C -0.07288 0.55320 1.56488
C 0.68525 0.40243 0.25888
F 1.18149 1.62659 -0.22932
C 1.57037 -0.69860 -0.09220
N 1.83523 -0.88306 -1.48718
H -1.06591 -1.80979 0.41888
H -1.72055 -1.02951 -1.05983
H -2.59438 -0.86818 0.44766
H -1.66129 1.44411 -1.21959
H -0.95974 2.32170 -0.02933
H -0.14429 1.56815 2.00542
H -0.06821 -0.20726 2.34811
H 1.22245 -1.67550 0.39483
H 2.49346 -0.50018 0.45907
H 2.25235 -0.01839 -1.87384
H 1.02406 -1.20222 -2.02516
```

Values from the calculation:
Total charge = 0
LUMO = 0.96 eV
HOMO level = -9.036 eV
Structure (SMILES) = C[C@@]1(N)C[C@@]1(F)CN

Record 4
ORCA calculation (ωB97M-V with the def2-TZVPD basis set) on a structure of composition C5H6N in a non-equilibrium geometry.

```
12
Properties=species:S:1:pos:R:3
C -0.25230 0.98864 -0.54865
C 0.05307 0.59811 -1.71629
C -1.24054 0.96897 1.60441
C -0.14804 1.08670 0.87744
C 1.30656 -2.41935 -0.32140
N 0.83457 -1.76433 -1.12688
H 0.34838 -0.58153 -1.48076
H 0.04685 0.85770 -2.84227
H -2.25040 0.83324 1.04438
H -1.16006 1.05198 2.68603
H 0.80632 1.45905 1.32934
H 1.65560 -3.07919 0.49465
```

Values from the calculation:
Total charge = +1
LUMO = -5.51 eV
HOMO level = -15.410 eV

Record 5
ORCA calculation (ωB97M-V with the def2-TZVPD basis set) on a cluster of 2 separate species, C10H17O4 in total in a non-equilibrium geometry.

```
31
Properties=species:S:1:pos:R:3
C -3.90692 -0.26298 -0.90101
C -2.46853 -0.22572 -0.54925
C -1.63858 -1.19972 -0.99291
C -0.18956 -1.25649 -0.65523
C 0.16952 -0.32400 0.54075
C -0.44055 1.07324 0.26577
C -1.95915 0.95476 0.26531
O -2.57912 2.16981 -0.14483
C 1.70495 -0.14696 0.50861
C 2.26355 0.83750 1.56619
C 2.49150 -1.47513 0.63249
O 1.88868 0.37453 -0.74614
O 4.06400 0.67396 -0.86874
O 4.23648 1.11965 -2.00658
H -4.41967 0.58028 -0.43525
H -4.04081 -0.20486 -1.98950
H -4.39465 -1.18334 -0.55532
H -2.04629 -1.99867 -1.61776
H 0.14391 -2.28581 -0.42459
H 0.39473 -0.95368 -1.55841
H -0.14121 -0.74341 1.51978
H -0.10676 1.80522 1.02905
H -0.08407 1.49423 -0.70298
H -2.22774 0.77039 1.32265
H -2.05085 2.52741 -0.89116
H 1.92670 0.53353 2.56310
H 3.35913 0.83802 1.52288
H 1.96624 1.87080 1.34959
H 2.19323 -1.98795 1.55157
H 2.32573 -2.11057 -0.24385
H 3.56611 -1.26406 0.64578
```

Values from the calculation:
Total charge = 0
LUMO (spin up / spin down) = -3.06 / -2.77 eV
HOMO level (spin up / spin down) = -8.691 / -8.676 eV
2S+1 = 2

Record 6
ORCA calculation (ωB97M-V with the def2-TZVPD basis set) on a structure of composition C23H25N7S2Tl.

```
58
Properties=species:S:1:pos:R:3
Tl 0.22609 0.03759 1.35407
C -0.11467 -4.05377 -0.83332
C -0.31140 -2.64991 -0.35626
N -0.52060 -2.27780 0.84105
C -0.58079 -3.15094 1.99445
C 0.27563 -2.60841 3.14948
N 0.11882 -1.17058 3.44711
C -1.05047 -0.74260 4.22962
C -2.28963 -0.50992 3.36603
N -2.02185 0.38498 2.23614
C -2.49029 1.78126 2.36496
C -2.09221 2.61941 1.11796
N -1.65325 1.70883 0.10204
C -1.28854 1.93346 -1.08261
C -1.34383 3.23140 -1.82086
C -0.72702 0.69547 -1.75510
C -0.39802 0.58545 -3.10113
C 0.02297 -0.64764 -3.57756
C 0.05603 -1.74924 -2.72904
C -0.26548 -1.55101 -1.39473
N -0.59435 -0.34894 -0.94375
H -0.40353 -4.79137 -0.09199
H 0.94132 -4.19863 -1.07699
H -0.69242 -4.23483 -1.73839
H -0.21682 -4.16059 1.79704
H -1.62463 -3.24308 2.30215
H 1.32529 -2.75216 2.89101
H 0.06597 -3.20913 4.03921
H 0.96053 -0.86822 3.92418
H -0.77567 0.18944 4.72695
H -1.29288 -1.47207 5.00805
H -3.09024 -0.12285 4.00145
H -2.63866 -1.46015 2.96333
H -2.44595 0.01568 1.39179
H -2.06456 2.22210 3.26666
H -3.57703 1.77737 2.48533
H -1.25169 3.27092 1.36833
H -2.92194 3.26164 0.81280
H -0.34493 3.67122 -1.85187
H -2.00778 3.93388 -1.32163
H -1.67761 3.09980 -2.84900
H -0.46820 1.43628 -3.76411
H 0.30527 -0.75793 -4.61632
H 0.34029 -2.72077 -3.10571
S 1.46819 2.21615 1.19966
C 2.27548 1.67651 -0.26736
C 2.43624 2.61238 -1.29006
C 2.95302 2.25597 -2.52311
C 3.01183 3.23172 -3.57350
N 3.05300 4.03232 -4.39623
C 3.33884 0.92544 -2.74385
C 3.22308 -0.00064 -1.72227
C 2.70066 0.34400 -0.47403
S 2.52165 -0.92332 0.73285
C 3.79343 0.49065 -4.03442
N 4.16273 0.12172 -5.05766
H 2.13409 3.63664 -1.11859
H 3.52647 -1.02315 -1.90225
```

Values from the calculation:
Total charge = +1
LUMO = -3.79 eV
HOMO level = -10.777 eV

Record 7
ORCA calculation (ωB97M-V with the def2-TZVPD basis set) on a cluster of 2 separate species, C3H10N2 in total in a non-equilibrium geometry.

```
15
Properties=species:S:1:pos:R:3
C 3.87297 -2.73686 -3.28846
C 4.47022 -1.51864 -3.48462
H 2.93300 -3.07137 -3.81451
H 4.44481 -3.65160 -3.08724
H 3.76752 -0.63392 -4.00972
H 5.18500 -0.97378 -2.90315
N -1.64506 2.00250 2.19841
C -2.51507 0.82630 2.46241
N -3.99870 1.05048 2.43842
H -1.97326 2.72798 2.84954
H -1.72672 2.32325 1.23714
H -2.29050 0.43320 3.43507
H -2.09025 0.08294 1.71182
H -4.18890 1.21319 1.47597
H -4.24506 1.92632 2.77893
```

Values from the calculation:
Total charge = -1
LUMO (spin up / spin down) = 2.92 / 2.86 eV
HOMO level (spin up / spin down) = 1.413 / -3.666 eV
2S+1 = 2

Record 8
ORCA calculation (ωB97M-V with the def2-TZVPD basis set) on a cluster of 2 separate species, C18H18N2 in total in a non-equilibrium geometry.

```
38
Properties=species:S:1:pos:R:3
C 4.63315 -3.65017 -0.23436
C 3.83646 -2.38579 -0.11168
C 3.88306 -1.30474 -0.92494
N 3.09367 -0.27702 -0.42394
C 2.44097 -0.76518 0.68448
C 1.59834 -0.08934 1.59482
C 1.17721 -0.77303 2.69909
C 1.57624 -2.11268 2.93449
C 2.42846 -2.74196 2.05969
C 2.87998 -2.06440 0.91685
H 4.19357 -4.35489 -0.93785
H 4.73750 -4.11321 0.74824
H 5.64451 -3.44112 -0.59828
H 4.40312 -1.12501 -1.85054
H 2.72672 0.40311 -1.06961
H 1.28692 0.86686 1.19208
H 0.48896 -0.31301 3.40133
H 1.14007 -2.65835 3.75515
H 2.82553 -3.72473 2.27150
C -1.38117 2.94240 1.17431
C -1.69507 2.21714 -0.09806
C -0.81444 1.47731 -0.81627
N -1.45730 0.91340 -1.92020
C -2.80162 1.19234 -1.80930
C -3.85267 0.80130 -2.64761
C -5.11704 1.14371 -2.22574
C -5.31570 1.98142 -1.11074
C -4.25752 2.50691 -0.39422
C -2.96107 2.12329 -0.77451
H -1.78525 3.95312 1.14847
H -0.32068 2.91818 1.41900
H -1.87086 2.42287 2.00128
H 0.26128 1.46852 -0.93227
H -1.17074 0.05900 -2.36805
H -3.69832 0.08421 -3.43871
H -6.00767 0.73105 -2.67816
H -6.30958 2.36950 -0.93436
H -4.43901 3.31902 0.29858
```

Values from the calculation:
Total charge = 0
LUMO = 0.65 eV
HOMO level = -7.954 eV
Structure (SMILES) = Cc1c[nH]c2ccccc12.Cc1c[nH]c2ccccc12

Record 9
ORCA calculation (ωB97M-V with the def2-TZVPD basis set) on the molecule C6H12O.

```
19
Properties=species:S:1:pos:R:3
C -2.53742 -1.12403 0.90228
C -1.53564 -0.22049 0.20906
O -0.23327 -0.74290 0.42734
C 0.72101 0.21220 0.76372
C 2.13545 -0.15113 0.46874
C 1.46652 0.95400 -0.31530
C 1.12232 0.74176 -1.76975
H -2.36450 -1.11661 1.98269
H -2.42607 -2.15273 0.54905
H -3.56474 -0.79798 0.70778
H -1.60708 0.80318 0.60060
H -1.73229 -0.17009 -0.87120
H 0.50474 0.74769 1.69102
H 2.27540 -1.09853 -0.04492
H 2.90583 0.09506 1.19333
H 1.77399 1.96639 -0.05682
H 0.37174 1.46553 -2.10849
H 2.00733 0.85176 -2.40633
H 0.71669 -0.26309 -1.92280
```

Values from the calculation:
Total charge = 0
LUMO = 1.15 eV
HOMO level = -9.233 eV
Structure (SMILES) = CCO[C@H]1C[C@H]1C

Record 10
ORCA calculation (ωB97M-V with the def2-TZVPD basis set) on a structure of composition C16H45N4O5Ti in a non-equilibrium geometry.

```
71
Properties=species:S:1:pos:R:3
Ti 0.91542 8.74885 3.69256
O 1.38618 10.74427 4.25211
H 2.22132 11.19363 4.07441
C -0.61130 13.99116 4.64089
C 0.74288 14.41741 5.18481
C 1.05985 13.74085 6.49614
O 2.11514 14.44288 7.11602
C 2.47099 13.87174 8.34194
N 1.75019 14.16546 4.13083
H -0.87005 14.60585 3.78070
H -1.38932 14.14468 5.39664
H -0.63768 12.92989 4.38505
H 0.73723 15.49664 5.36020
H 1.35181 12.69087 6.33520
H 0.16465 13.75118 7.14267
H 2.82239 12.83376 8.21992
H 1.60932 13.82358 9.02695
H 3.25620 14.48098 8.77905
H 2.67305 14.39764 4.49064
H 1.76934 13.15625 4.00650
C 0.33956 10.13363 -0.54565
C 0.79249 10.83498 0.71112
C 0.76988 12.33956 0.60791
O -0.46349 12.78689 0.10033
C -0.48974 14.18884 -0.02383
N 0.01478 10.35234 1.88457
H 0.97744 10.43893 -1.38054
H -0.67266 10.42770 -0.82028
H 0.39306 9.05564 -0.41659
H 1.83644 10.59456 0.94488
H 1.61757 12.70792 0.00215
H 0.94359 12.80666 1.59432
H -1.51055 14.47580 -0.28645
H 0.14110 14.51585 -0.85986
H -0.19995 14.66997 0.91397
H 0.38682 10.81894 2.72691
H -0.91552 10.77331 1.86320
C 5.47992 9.25904 5.62726
C 4.56984 9.76677 6.74897
C 5.36429 10.11766 7.98085
O 4.44413 10.42537 9.01504
C 5.05418 10.97758 10.15441
N 3.86703 11.00062 6.32020
H 5.92980 8.30760 5.91768
H 6.28525 9.96570 5.42320
H 4.89197 9.09428 4.72406
H 3.85645 8.96672 6.99288
H 5.97638 10.99567 7.73460
H 6.01278 9.29552 8.31072
H 6.06330 10.58388 10.30084
H 4.45462 10.71513 11.03151
H 5.06835 12.07322 10.10720
H 3.34268 10.80545 5.47458
H 3.16336 11.15883 7.03647
C -2.42537 10.61883 5.45090
C -1.57756 10.81570 6.68513
C -2.23130 10.20869 7.90170
O -3.41921 10.91649 8.17849
C -4.11354 10.37638 9.27549
N -0.28138 10.14333 6.50172
H -2.56158 9.55035 5.26960
H -2.02550 11.11307 4.56428
H -3.42382 11.03445 5.61641
H -1.40003 11.87895 6.89132
H -1.53876 10.31323 8.75457
H -2.41964 9.14028 7.73061
H -3.44414 10.19653 10.12567
H -4.59405 9.42506 9.00938
H -4.87993 11.09005 9.56887
H 0.31413 10.30024 7.30953
H 0.22823 10.53841 5.71044
```

Values from the calculation:
Total charge = 0
LUMO (spin up / spin down) = 0.30 / -0.03 eV
HOMO level (spin up / spin down) = -5.983 / -9.250 eV
2S+1 = 4

Record 11
ORCA calculation (ωB97M-V with the def2-TZVPD basis set) on the molecule C4H5NO in a non-equilibrium geometry.

```
11
Properties=species:S:1:pos:R:3
C -1.71922 -0.29959 -0.00621
C -0.18397 -0.24856 -0.06696
C 0.27689 1.05691 0.13485
N 1.98926 0.97893 0.13289
C 2.47790 -0.03408 -0.21895
O 0.50593 -1.24642 -0.37291
H -1.99604 -1.07042 0.71527
H -2.22853 0.63581 0.27873
H -2.08133 -0.57352 -1.00046
H -0.09808 1.68944 0.94457
H 3.05718 -0.88849 -0.54082
```

Values from the calculation:
Total charge = 0
LUMO = 0.15 eV
HOMO level = -8.448 eV

Record 12
ORCA calculation (ωB97M-V with the def2-TZVPD basis set) on a structure of composition C3HO3Ru in a non-equilibrium geometry.

```
8
Properties=species:S:1:pos:R:3
C 5.00352 -0.04911 0.35125
C 3.80130 0.00138 0.20763
O 6.27786 0.01511 0.64823
H 6.81682 0.17620 -0.13704
O 2.46564 0.57147 0.74892
C 1.38729 -0.23445 0.51270
O 1.61069 -1.44005 0.44219
Ru 1.91042 -2.62100 -1.17993
```

Values from the calculation:
Total charge = +1
LUMO (spin up / spin down) = -4.92 / -7.73 eV
HOMO level (spin up / spin down) = -12.472 / -14.535 eV
2S+1 = 7

Sequential E_tot output: -2009.889971; -607.234902; -406.451661; -248.439799; -691.911681; -2243.383620; -229.663647; -806.213216; -311.004588; -2081.145571; -285.280194; -434.843086 a.u.